Entry 1:
The following is a DFT calculation (ωB97M-V/def2-TZVPD) of an isolated molecule of C9H14N2O2.

Values from the calculation:
- ΔE to the lowest compared entry with this formula, charge and spin (kcal/mol) = 126.2
- E_tot (eV) = -16630.6040
- highest occupied orbital energy (spin up / spin down) (Ha) = -0.3258 / -0.3258
- frontier orbital gap (spin up / spin down) (eV) = 9.44 / 9.44
- LUMO energy (spin up / spin down) (eV) = 0.571 / 0.571

The geometry in XYZ format:
```
27
Properties=species:S:1:pos:R:3:lowdin_charge:R:1
C -3.249 1.681 -0.242 -0.163
C -3.287 -1.677 -0.334 -0.028
C -2.158 -1.338 -1.235 -0.080
C -2.512 0.533 0.321 -0.043
C -1.498 -0.170 -0.628 -0.306
C 0.663 1.384 1.334 -0.038
C 1.651 -0.818 1.169 -0.016
C 1.398 0.677 -0.833 -0.042
C 0.782 0.146 0.384 -0.619
N -3.749 2.565 -0.785 0.166
N -3.591 -0.774 0.520 -0.216
O -4.548 -0.798 1.307 -0.048
O -0.407 -0.599 0.137 -0.074
H -4.060 -2.386 -0.606 0.145
H -1.547 -2.091 -1.401 0.081
H -2.579 -1.041 -2.162 0.125
H -2.121 0.678 1.442 0.197
H -1.132 0.604 -1.337 0.158
H 0.128 2.144 0.839 0.059
H 0.521 1.168 2.451 0.118
H 1.684 1.755 1.465 0.082
H 1.882 -1.646 0.595 0.070
H 1.182 -1.252 2.046 0.102
H 2.479 -0.333 1.501 0.056
H 2.404 0.798 -0.610 0.065
H 1.275 -0.131 -1.605 0.121
H 1.010 1.711 -1.181 0.128
```

Entry 2:
The following is a DFT calculation (ωB97M-V/def2-TZVPD) of a structure of composition C22H22O3STl.

Values from the calculation:
- ΔE to the lowest compared entry with this formula, charge and spin (kcal/mol) = 0.0
- E_tot (eV) = -44840.5437
- highest occupied orbital energy (Ha) = -0.0916
- frontier orbital gap (eV) = 5.14
- net charge = -1
- LUMO energy (eV) = 2.650

The geometry in XYZ format:
```
49
Properties=species:S:1:pos:R:3:lowdin_charge:R:1
Tl -0.169 0.592 2.230 0.599
O -0.007 0.727 -0.318 -0.559
S 0.780 1.848 0.299 0.706
C 1.420 2.810 -1.097 -0.354
C 1.731 4.164 -0.915 -0.089
C 2.219 4.921 -1.982 -0.096
C 2.393 4.333 -3.234 -0.106
C 2.074 2.989 -3.424 -0.089
C 1.585 2.230 -2.360 -0.066
C 2.399 1.137 0.710 -0.421
C 2.720 -0.176 0.345 -0.087
C 3.963 -0.717 0.679 -0.079
C 4.889 0.048 1.386 -0.103
C 4.572 1.352 1.765 -0.092
C 3.329 1.895 1.432 -0.089
H 1.592 4.638 0.052 0.105
H 2.460 5.972 -1.838 0.096
H 2.771 4.923 -4.065 0.094
H 2.203 2.531 -4.402 0.097
H 1.331 1.184 -2.519 0.110
H 2.003 -0.784 -0.203 0.106
H 4.205 -1.736 0.388 0.101
H 5.856 -0.375 1.646 0.093
H 5.294 1.945 2.320 0.097
H 3.097 2.911 1.741 0.110
C -2.484 -5.014 -0.853 -0.076
C -2.627 -3.645 -0.253 -0.290
C -2.463 -3.444 1.118 -0.019
C -2.602 -2.166 1.685 -0.219
C -2.501 -2.051 3.190 -0.075
C -2.906 -1.050 0.850 -0.062
C -3.087 -1.270 -0.548 -0.188
C -3.400 -0.177 -1.543 -0.052
C -2.940 -2.562 -1.074 -0.027
C -3.093 0.309 1.444 -0.568
O -4.084 0.959 1.148 0.040
O -2.198 0.867 2.293 -0.322
H -2.239 -5.776 -0.083 0.073
H -1.671 -5.007 -1.610 0.081
H -3.435 -5.307 -1.346 0.079
H -2.242 -4.294 1.752 0.103
H -2.324 -3.038 3.668 0.077
H -3.454 -1.647 3.593 0.095
H -1.674 -1.399 3.505 0.017
H -3.445 0.838 -1.110 0.074
H -4.371 -0.390 -2.037 0.085
H -2.605 -0.152 -2.318 0.083
H -3.069 -2.727 -2.138 0.113
H 0.205 -1.222 2.034 -0.106
```

Entry 3:
The following is a DFT calculation (ωB97M-V/def2-TZVPD) of a cluster of 2 separate species, C11H15N in total.

Values from the calculation:
- ΔE to the lowest compared entry with this formula, charge and spin (kcal/mol) = 24.9
- E_tot (eV) = -13139.7097
- highest occupied orbital energy (Ha) = -0.2889
- frontier orbital gap (eV) = 8.76
- LUMO energy (eV) = 0.901

The geometry in XYZ format:
```
27
Properties=species:S:1:pos:R:3:lowdin_charge:R:1
C 0.690 -0.526 -2.948 -0.041
C -0.645 0.849 -1.023 -0.144
C 0.476 0.078 -1.570 -0.212
C -0.192 1.579 0.118 -0.209
C 1.456 0.338 -0.667 -0.109
C -1.871 1.101 -1.604 -0.049
C -1.006 2.558 0.695 -0.023
C -2.759 1.970 -0.998 -0.085
C -2.274 2.632 0.162 -0.119
N 1.096 1.203 0.338 0.078
H -2.135 0.427 -2.428 0.116
H 0.032 -1.363 -3.179 0.072
H 1.692 -0.947 -2.961 0.068
H 2.481 0.075 -0.939 0.127
H 1.623 1.355 1.177 0.149
H -0.851 3.175 1.563 0.101
H -3.769 2.183 -1.322 0.094
H -3.081 3.072 0.755 0.100
H 0.564 0.343 -3.610 0.089
C 0.354 -2.778 2.344 -0.180
C 1.773 -2.288 2.314 -0.179
H -0.378 -2.115 2.811 0.067
H 0.063 -3.027 1.327 0.064
H 0.168 -3.697 2.903 0.056
H 1.723 -1.320 1.738 0.050
H 2.478 -2.911 1.776 0.059
H 2.290 -1.966 3.229 0.063
```

Entry 4:
The following is a DFT calculation (ωB97M-V/def2-TZVPD) of a cluster of 3 separate species, C3H10O3 in total.

Values from the calculation:
- ΔE to the lowest compared entry with this formula, charge and spin (kcal/mol) = 32.8
- E_tot (eV) = -9413.3155
- <S²> = 0.75
- highest occupied orbital energy (spin up / spin down) (Ha) = 0.0298 / -0.2002
- frontier orbital gap (spin up / spin down) (eV) = 3.27 / 9.17
- 2S+1 = 2
- net charge = -1
- LUMO energy (spin up / spin down) (eV) = 4.079 / 3.724

The geometry in XYZ format:
```
16
Properties=species:S:1:pos:R:3:lowdin_spin:R:1
C -1.474 0.647 -1.316 0.070
C -0.234 0.191 -1.050 0.111
O 0.509 0.879 -0.043 0.141
C 0.483 -0.948 -1.853 0.119
H -2.100 0.298 -2.188 0.008
H -1.838 1.581 -0.758 0.010
H 1.425 0.428 0.037 0.083
H 1.191 -0.479 -2.678 0.018
H 0.881 -1.688 -1.144 0.033
H -0.305 -1.503 -2.494 0.015
H -0.805 2.259 1.849 0.015
H -1.655 1.888 3.094 0.020
O -0.946 2.457 2.857 0.073
H 1.932 -2.138 2.647 0.049
H 1.093 -1.687 1.343 0.059
O 1.842 -2.183 1.696 0.174
```

Entry 5:
The following is a DFT calculation (ωB97M-V/def2-TZVPD) of a cluster of 2 separate species, H4O2 in total.

Values from the calculation:
- ΔE to the lowest compared entry with this formula, charge and spin (kcal/mol) = 11.5
- E_tot (eV) = -4159.4411
- highest occupied orbital energy (Ha) = -0.4354
- frontier orbital gap (eV) = 12.09
- LUMO energy (eV) = 0.246

The geometry in XYZ format:
```
6
Properties=species:S:1:pos:R:3:lowdin_charge:R:1
H 0.624 -1.575 1.128 0.033
H -0.670 -1.200 0.819 0.058
H 0.756 1.992 -0.945 0.033
H -0.531 1.099 -0.903 0.039
O -0.249 -1.914 1.400 -0.091
O 0.071 1.598 -1.499 -0.071
```

Entry 6:
The following is a DFT calculation (ωB97M-V/def2-TZVPD) of a structure of composition C20H21Cl2F5O2SSb2V.

Values from the calculation:
- ΔE to the lowest compared entry with this formula, charge and spin (kcal/mol) = 0.0
- E_tot (eV) = -113404.4400
- <S²> = 3.77
- highest occupied orbital energy (spin up / spin down) (Ha) = -0.2761 / -0.3017
- frontier orbital gap (spin up / spin down) (eV) = 7.72 / 7.78
- 2S+1 = 4
- LUMO energy (spin up / spin down) (eV) = 0.203 / -0.426

The geometry in XYZ format:
```
54
Properties=species:S:1:pos:R:3:lowdin_spin:R:1
V 0.942 -0.164 -0.083 2.590
C 1.365 1.752 3.518 0.004
Sb 0.311 1.629 1.632 0.042
C 0.483 3.712 1.090 0.009
C -1.765 1.724 2.347 0.006
C -2.179 0.357 2.671 0.000
C -1.900 -0.134 3.960 0.000
C -2.190 -1.434 4.324 0.000
C -2.780 -2.294 3.396 0.001
C -3.080 -1.837 2.124 0.000
C -2.785 -0.525 1.720 0.001
C -3.102 -0.109 0.350 0.002
Sb -1.439 -0.454 -1.071 0.014
C -1.944 -2.493 -1.511 0.001
C -2.420 0.373 -2.808 -0.004
H 0.914 2.540 4.142 0.000
H 2.408 2.008 3.301 0.000
H 1.320 0.781 4.030 0.000
H 0.070 4.333 1.905 0.000
H -0.095 3.892 0.172 0.000
H 1.544 3.941 0.920 0.000
H -2.343 2.202 1.541 0.000
H -1.734 2.348 3.249 0.000
H -1.440 0.544 4.687 0.000
H -1.942 -1.793 5.329 0.000
H -3.001 -3.332 3.664 0.000
H -3.557 -2.510 1.402 0.000
H -3.338 0.963 0.243 0.000
H -3.913 -0.723 -0.069 0.000
H -2.967 -2.519 -1.912 0.000
H -1.875 -3.084 -0.585 0.001
H -1.253 -2.886 -2.269 0.000
H -3.451 -0.031 -2.844 -0.001
H -1.856 0.052 -3.698 0.000
H -2.439 1.471 -2.735 0.000
F 4.027 -0.088 -6.448 0.001
C 3.589 0.215 -5.212 0.002
C 2.266 -0.043 -4.855 0.000
F 1.412 -0.584 -5.743 0.000
C 1.835 0.280 -3.581 0.005
F 0.547 0.011 -3.226 0.006
C 2.647 0.902 -2.653 0.019
S 2.015 1.521 -1.164 0.066
C 3.970 1.139 -3.033 0.004
F 4.817 1.719 -2.152 0.002
C 4.440 0.798 -4.291 0.000
F 5.719 1.058 -4.616 0.000
Cl 2.310 -3.002 2.549 0.000
C 2.548 -2.418 0.922 0.004
Cl 3.177 -0.729 0.976 0.022
C 1.277 -2.164 0.206 0.053
O 1.358 -1.964 -1.092 0.083
O 0.191 -1.916 0.892 0.067
H 3.287 -3.036 0.388 0.001
```

Entry 7:
The following is a DFT calculation (ωB97M-V/def2-TZVPD) of a cluster of 2 separate species, C2H7NO3 in total.

Values from the calculation:
- ΔE to the lowest compared entry with this formula, charge and spin (kcal/mol) = 47.7
- E_tot (eV) = -9818.8902
- highest occupied orbital energy (Ha) = -0.3679
- frontier orbital gap (eV) = 10.61
- LUMO energy (eV) = 0.597

The geometry in XYZ format:
```
13
Properties=species:S:1:pos:R:3:lowdin_charge:R:1
O -0.330 0.734 1.084 0.020
C -0.370 1.013 -0.090 -0.390
N 0.777 0.850 -0.839 0.033
C 1.666 -0.173 -0.224 -0.246
O 1.096 -1.464 -0.370 -0.066
H -1.087 1.445 -0.836 0.142
H 0.882 0.777 -1.866 0.141
H 2.602 -0.213 -0.838 0.135
H 1.797 -0.019 0.837 0.114
H 0.246 -1.558 0.092 0.078
H -3.219 -0.472 0.655 0.042
H -2.055 -0.716 -0.421 0.054
O -2.285 -0.561 0.518 -0.055
```